[1]
Molecular formula: C28H40F3GaOP
Method: DFT, wB97M-V/def2-TZVPD

Geometry as ORCA input:
```
! RIJCOSX wB97M-V def2-TZVPD def2/J DEFGRID3
* xyz -1 1
C 0.126 -3.310 0.519
C -1.337 -2.897 0.344
C -1.496 -1.423 -0.082
C -1.945 -0.461 1.042
C -0.809 0.459 1.482
Ga -3.551 0.656 0.529
C -5.428 -0.070 0.707
C -5.700 -1.520 0.288
C -5.236 -1.787 -1.151
C -5.073 -2.518 1.279
P -3.156 1.532 -1.679
O -2.734 2.966 -1.865
C -3.556 2.331 1.740
F -2.552 3.244 1.554
F -3.457 1.988 3.083
F -4.716 3.067 1.668
H 0.631 -3.329 -0.451
H 0.661 -2.594 1.148
H 0.231 -4.302 0.964
H -1.807 -3.560 -0.389
H -1.872 -3.061 1.283
H -2.157 -1.385 -0.952
H -0.525 -1.082 -0.464
H -2.221 -1.073 1.908
H -0.565 1.222 0.735
H 0.106 -0.112 1.675
H -1.062 0.990 2.402
H -6.109 0.597 0.166
H -5.683 0.053 1.767
H -6.784 -1.686 0.299
H -5.357 -0.893 -1.768
H -5.795 -2.596 -1.628
H -4.177 -2.057 -1.179
H -4.381 -2.017 1.959
H -4.499 -3.296 0.770
H -5.827 -3.015 1.893
H -4.296 1.190 -2.475
H -2.308 0.620 -2.382
C -1.672 5.452 3.652
C -1.275 6.072 2.474
C -0.405 7.153 2.523
C 0.067 7.618 3.744
C -0.331 7.000 4.921
C -1.200 5.917 4.873
H -2.339 4.602 3.606
H -1.638 5.697 1.527
H -0.093 7.634 1.604
H 0.747 8.461 3.777
H 0.037 7.359 5.874
H -1.509 5.430 5.789
C 4.254 -1.442 -1.031
C 4.603 -1.402 0.312
C 3.915 -0.566 1.182
C 2.878 0.227 0.710
C 2.528 0.186 -0.633
C 3.219 -0.646 -1.503
H 4.791 -2.091 -1.711
H 5.408 -2.026 0.681
H 4.181 -0.538 2.231
H 2.331 0.869 1.386
H 1.709 0.795 -0.996
H 2.943 -0.678 -2.550
C 8.069 -3.941 -4.984
C 7.472 -3.072 -5.887
C 6.175 -2.628 -5.668
C 5.475 -3.053 -4.548
C 6.072 -3.922 -3.646
C 7.370 -4.366 -3.863
H 9.082 -4.286 -5.153
H 8.018 -2.739 -6.760
H 5.710 -1.947 -6.370
H 4.465 -2.706 -4.375
H 5.526 -4.253 -2.772
H 7.836 -5.042 -3.157
*
```

The calculation puts the orbital gap at 7.2 eV. The value obtained for the relative energy (zero: lowest compared OMol25 entry of this formula, charge and spin) is 0.0000 eV. The value obtained for the LUMO energy is 2.23 eV. As for the total energy: -101551.804 eV. The HOMO energy comes out at -5.005 eV. The molar mass is 550.318 u.

---

[2]
Molecular formula: C28H40O24
Method: DFT, wB97M-V/def2-TZVPD

Geometry as ORCA input:
```
! RIJCOSX wB97M-V def2-TZVPD def2/J DEFGRID3
* xyz 0 1
C 3.584 -4.851 -1.355
C 3.763 -5.506 0.012
O 2.958 -4.668 0.875
C 2.424 -3.656 0.173
O 1.588 -2.917 0.587
O 2.946 -3.598 -1.067
H 2.910 -5.377 -2.035
H 4.503 -4.723 -1.927
H 4.777 -5.430 0.396
H 3.343 -6.505 0.048
C -2.855 4.669 -3.317
C -2.659 3.440 -2.418
O -3.103 3.893 -1.137
C -3.858 4.997 -1.316
O -4.612 5.437 -0.513
O -3.675 5.511 -2.561
H -3.240 4.363 -4.286
H -1.868 5.102 -3.468
H -1.629 3.097 -2.371
H -3.316 2.609 -2.684
C -0.162 -0.221 -0.240
C 0.574 0.835 0.596
O -0.462 1.534 1.279
C -1.651 1.215 0.745
O -2.673 1.788 0.915
O -1.527 0.156 -0.080
H 0.003 -1.208 0.182
H 0.173 -0.230 -1.276
H 1.295 1.529 0.168
H 1.194 0.327 1.344
C -0.250 0.690 5.578
C 0.496 0.657 4.245
O 0.019 -0.509 3.606
C -1.104 -0.931 4.230
O -1.831 -1.778 3.814
O -1.304 -0.258 5.379
H -0.703 1.644 5.838
H 0.385 0.394 6.413
H 1.563 0.578 4.468
H 0.397 1.558 3.642
C 0.700 4.969 -0.843
C 0.672 5.305 -2.331
C 0.113 6.703 -2.652
O 1.316 7.442 -2.899
C 2.254 6.579 -3.354
O 3.207 6.854 -3.996
O 1.989 5.332 -2.861
H -0.276 5.211 -0.419
H 1.462 5.624 -0.407
H 0.988 3.951 -0.598
H 0.043 4.558 -2.826
H -0.380 7.133 -1.778
H -0.574 6.810 -3.489
C -2.128 -3.370 -0.091
C -2.151 -4.800 -0.582
C -2.639 -4.928 -2.050
O -1.505 -5.476 -2.745
C -0.497 -5.702 -1.903
O 0.556 -6.183 -2.181
O -0.803 -5.272 -0.655
H -1.383 -3.344 0.709
H -3.110 -3.059 0.265
H -1.799 -2.650 -0.841
H -2.798 -5.434 0.019
H -2.952 -4.015 -2.551
H -3.453 -5.647 -2.156
C 6.719 -1.461 -1.788
C 5.782 -0.866 -0.773
C 6.351 0.122 0.223
O 5.246 1.016 0.420
C 4.360 0.876 -0.592
O 3.415 1.581 -0.762
O 4.721 -0.148 -1.400
H 6.229 -2.123 -2.497
H 7.629 -1.902 -1.380
H 7.144 -0.663 -2.417
H 5.327 -1.714 -0.245
H 7.228 0.721 -0.030
H 6.606 -0.381 1.157
C -4.323 0.213 3.155
C -4.105 -0.892 2.149
C -4.324 -2.308 2.711
O -5.355 -2.856 1.898
C -5.765 -1.930 0.991
O -6.621 -2.149 0.196
O -5.087 -0.780 1.119
H -5.322 0.123 3.615
H -4.361 1.208 2.721
H -3.689 0.121 4.039
H -3.065 -0.870 1.823
H -4.596 -2.299 3.768
H -3.409 -2.890 2.631
*
```

The calculation puts the orbital gap at 10.6 eV. The value obtained for the relative energy (zero: lowest compared OMol25 entry of this formula, charge and spin) is 0.7500 eV. The value obtained for the LUMO energy is 0.08 eV. Its SMILES is C[C@H]1COC(=O)O1.C[C@H]1COC(=O)O1.C[C@H]1COC(=O)O1.C[C@H]1COC(=O)O1.O=C1OCCO1.O=C1OCCO1.O=C1OCCO1.O=C1OCCO1. As for the total energy: -78825.558 eV. The HOMO energy comes out at -10.569 eV. The molar mass is 760.604 u.

---

[3]
Molecular formula: C28H41BN2O10
Method: DFT, wB97M-V/def2-TZVPD

Geometry as ORCA input:
```
! RIJCOSX wB97M-V def2-TZVPD def2/J DEFGRID3
* xyz 0 1
C -2.562 -0.891 2.547
C -2.797 -0.445 1.089
C -1.684 -0.953 0.187
C -1.840 -0.555 -1.286
C -0.514 -0.430 -2.036
C 0.244 -1.747 -2.046
C 1.644 -1.730 -2.689
C 2.603 -0.622 -2.265
C 3.214 -0.809 -0.884
C 2.247 -0.556 0.289
C 2.814 0.407 1.343
C 2.405 1.864 1.072
C 3.392 2.853 1.704
C 2.998 3.119 3.176
O 2.836 2.267 4.047
N 2.794 4.515 3.403
C 2.562 5.099 2.075
C 3.440 4.279 1.123
B 3.170 4.517 -0.404
N 4.294 4.460 -1.376
O 1.896 4.801 -0.852
H -1.773 -1.636 2.589
H -2.293 -0.056 3.184
H -3.458 -1.355 2.951
H -3.773 -0.768 0.738
H -2.765 0.641 1.049
H -1.579 -2.033 0.254
H -0.749 -0.534 0.563
H -2.429 0.350 -1.383
H -2.399 -1.352 -1.783
H 0.067 0.402 -1.646
H -0.770 -0.168 -3.065
H 0.323 -2.190 -1.056
H -0.357 -2.437 -2.639
H 1.515 -1.717 -3.771
H 2.104 -2.693 -2.465
H 3.422 -0.619 -2.985
H 2.126 0.351 -2.367
H 4.022 -0.083 -0.786
H 3.649 -1.800 -0.781
H 1.332 -0.112 -0.085
H 1.995 -1.479 0.801
H 3.894 0.317 1.433
H 2.380 0.142 2.303
H 1.435 2.005 1.547
H 2.274 2.040 0.006
H 4.402 2.462 1.663
H 3.611 4.939 3.826
H 2.697 6.169 2.002
H 1.536 4.850 1.805
H 4.481 4.598 1.242
H 4.586 5.414 -1.578
H 3.963 4.101 -2.265
H 1.943 5.407 -1.591
C 1.700 -4.005 3.749
C 2.055 -5.009 4.561
C 1.663 -6.436 4.283
O 2.043 -7.287 5.064
C 0.857 -6.715 3.107
C 0.500 -5.710 2.297
C 0.912 -4.288 2.564
O 0.557 -3.441 1.765
O -0.234 -5.880 1.206
O 2.772 -4.835 5.661
H 1.978 -2.977 3.938
H 0.568 -7.740 2.924
H -0.339 -4.994 0.810
H 2.885 -5.721 6.054
C -6.790 0.773 -4.877
C -5.499 0.591 -4.574
C -4.805 1.408 -3.518
O -3.634 1.162 -3.297
C -5.564 2.435 -2.828
C -6.855 2.619 -3.133
C -7.555 1.787 -4.173
O -8.733 2.012 -4.374
O -7.616 3.535 -2.551
O -4.732 -0.313 -5.168
H -7.298 0.190 -5.632
H -5.053 3.025 -2.081
H -8.500 3.448 -2.954
H -3.852 -0.234 -4.755
*
```

The calculation puts the orbital gap at 8.0 eV. The value obtained for the LUMO energy is -1.51 eV. Its SMILES is CCCCCCCCCCCC[C@@H]1C(=O)NC[C@@H]1B(N)O.O=C1C=C(O)C(=O)C=C1O.O=C1C=C(O)C(=O)C=C1O. As for the total energy: -53833.837 eV. The HOMO energy comes out at -9.546 eV. The molar mass is 576.452 u.

---

[4]
Molecular formula: C28H41F3N4O8Si
Method: DFT, wB97M-V/def2-TZVPD

Geometry as ORCA input:
```
! RIJCOSX wB97M-V def2-TZVPD def2/J DEFGRID3
* xyz 0 1
N 5.835 -1.577 0.764
C 4.653 -2.022 0.690
N 4.237 -2.741 -0.475
N 3.712 -1.787 1.748
C 3.111 -0.437 1.704
C 2.095 -0.229 0.552
C 2.361 1.043 -0.304
C 1.047 1.820 -0.474
Si 1.141 3.324 -1.585
C -0.526 4.007 -2.137
C -1.671 2.982 -2.148
C -2.141 2.510 -0.781
C -2.748 1.267 -0.718
C -3.137 0.804 0.540
C -2.909 1.553 1.668
C -2.336 2.808 1.598
C -1.950 3.269 0.361
C 1.943 4.740 -0.584
O 3.262 4.428 -0.080
C 3.360 4.390 1.259
F 2.391 3.660 1.848
F 3.357 5.623 1.811
F 4.542 3.819 1.573
N 2.055 2.996 -3.078
C 3.262 2.884 -2.951
O 4.407 2.770 -2.791
H 5.941 -1.096 1.656
H 3.862 -2.051 -1.116
H 3.496 -3.372 -0.201
H 2.985 -2.492 1.755
H 2.628 -0.295 2.671
H 3.917 0.292 1.626
H 1.121 -0.091 1.024
H 2.020 -1.127 -0.057
H 3.160 1.636 0.137
H 2.709 0.678 -1.274
H 0.667 2.158 0.492
H 0.303 1.137 -0.893
H -0.396 4.355 -3.165
H -0.778 4.890 -1.548
H -2.534 3.478 -2.608
H -1.458 2.136 -2.800
H -2.900 0.689 -1.614
H -3.587 -0.178 0.604
H -3.197 1.132 2.624
H -2.168 3.379 2.500
H -1.467 4.234 0.277
H 1.240 4.999 0.210
H 1.992 5.620 -1.232
O -5.011 1.503 -2.746
C -5.848 1.714 -1.918
O -5.631 1.564 -0.584
C -6.858 1.794 0.131
C -7.725 2.631 -0.798
C -7.284 2.133 -2.169
H -7.311 0.826 0.357
H -6.631 2.305 1.063
H -8.790 2.523 -0.604
H -7.470 3.687 -0.691
H -7.850 1.259 -2.493
H -7.329 2.909 -2.929
O 2.905 -4.135 -2.202
C 3.268 -5.263 -2.350
O 3.420 -6.122 -1.312
C 3.974 -7.365 -1.775
C 3.640 -7.422 -3.260
C 3.665 -5.944 -3.645
H 5.050 -7.353 -1.591
H 3.530 -8.182 -1.212
H 4.328 -8.043 -3.830
H 2.634 -7.821 -3.398
H 4.665 -5.608 -3.921
H 2.959 -5.705 -4.435
O -0.532 -1.262 1.880
C -0.890 -1.672 2.943
O -0.744 -0.963 4.090
C -1.162 -1.752 5.217
C -2.101 -2.804 4.641
C -1.514 -3.021 3.248
H -0.276 -2.193 5.678
H -1.649 -1.104 5.941
H -2.156 -3.706 5.247
H -3.108 -2.394 4.556
H -0.728 -3.777 3.246
H -2.271 -3.267 2.509
*
```

The calculation puts the orbital gap at 8.8 eV. The value obtained for the LUMO energy is 0.52 eV. Its SMILES is [H]/N=C(/N)NCCCC[Si@@](CCc1ccccc1)(COC(F)(F)F)N=C=O.O=C1CCCO1.O=C1CCCO1.O=C1CCCO1. As for the total energy: -68073.887 eV. The HOMO energy comes out at -8.295 eV. The molar mass is 646.736 u.

---

[5]
Molecular formula: C28H42AsDyO3PS3Si3
Method: DFT, wB97M-V/def2-TZVPD

Geometry as ORCA input:
```
! RIJCOSX wB97M-V def2-TZVPD def2/J DEFGRID3
* xyz -1 6
Dy 0.301 0.913 -0.371
C -3.876 -2.538 -3.552
Si -2.246 -1.889 -2.908
C -1.587 -0.561 -4.042
C -0.944 -3.238 -2.919
As -2.235 -0.895 -0.772
Si -2.435 -2.545 0.856
C -0.673 -3.034 1.339
C -3.419 -4.022 0.229
C -3.118 -1.740 2.436
Si -4.126 0.574 -0.741
C -4.227 1.454 -2.383
C -5.854 -0.143 -0.418
C -3.775 1.871 0.589
H -3.766 -2.910 -4.569
H -4.596 -1.732 -3.585
H -4.263 -3.352 -2.948
H -0.949 -0.956 -4.835
H -0.972 0.108 -3.440
H -2.329 0.109 -4.484
H -0.653 -3.538 -3.923
H -1.255 -4.156 -2.389
H -0.019 -2.885 -2.445
H -0.012 -3.347 0.517
H -0.612 -3.815 2.109
H -0.198 -2.154 1.758
H -2.951 -4.374 -0.696
H -4.398 -3.661 -0.080
H -3.490 -4.838 0.946
H -2.435 -0.931 2.667
H -3.123 -2.407 3.293
H -4.145 -1.323 2.375
H -4.663 0.812 -3.176
H -3.247 1.806 -2.681
H -4.893 2.296 -2.266
H -6.186 -0.686 -1.292
H -6.527 0.672 -0.258
H -5.892 -0.834 0.435
H -3.032 2.540 0.195
H -3.415 1.362 1.484
H -4.674 2.447 0.867
O 2.371 2.944 3.919
C 1.251 2.735 4.606
C 1.112 3.176 5.914
C -0.055 3.042 6.646
C -1.159 2.401 6.070
C -1.030 1.932 4.789
C 0.145 2.087 4.043
C 0.217 1.599 2.648
O -0.655 0.859 2.160
O 1.200 2.007 1.961
H 2.156 2.619 2.976
H 1.956 3.687 6.378
H -0.081 3.448 7.650
H -2.127 2.244 6.564
H -1.868 1.459 4.267
S 1.927 -0.580 -2.449
P 3.348 -0.444 -1.046
S 2.801 -1.290 0.673
C 4.971 -1.050 -1.652
C 5.324 -0.924 -3.002
C 6.589 -1.317 -3.427
C 7.486 -1.889 -2.548
C 7.110 -2.053 -1.213
C 5.867 -1.632 -0.777
C 3.572 1.337 -0.717
C 3.007 2.278 -1.533
C 2.963 3.613 -1.151
C 3.592 4.034 -0.009
C 4.231 3.100 0.802
C 4.176 1.774 0.482
H 4.618 -0.468 -3.685
H 6.891 -1.193 -4.461
H 8.495 -2.189 -2.842
H 7.820 -2.476 -0.524
H 5.653 -1.696 0.269
H 2.560 1.965 -2.460
H 2.402 4.320 -1.765
H 3.597 5.055 0.285
H 4.639 3.432 1.746
H 4.505 1.026 1.197
S -0.673 2.569 -1.703
*
```

The calculation puts the orbital gap (spin up / spin down) at 7.3 / 7.3 eV. The value obtained for the relative energy (zero: lowest compared OMol25 entry of this formula, charge and spin) is 0.0000 eV. The value obtained for the LUMO energy (spin up / spin down) is 2.51 / 2.51 eV. Its expectation value of S² is 9.3543. As for the total energy: -186220.828 eV. The HOMO energy (spin up / spin down) comes out at -4.760 / -4.778 eV. The molar mass is 875.496 u.

---

[6]
Molecular formula: C28H42BFN4O2P
Method: DFT, wB97M-V/def2-TZVPD

Geometry as ORCA input:
```
! RIJCOSX wB97M-V def2-TZVPD def2/J DEFGRID3
* xyz -1 1
C -5.703 -1.358 1.527
C -4.755 -0.175 1.336
P -2.900 -0.684 1.132
N -1.206 -1.234 0.747
F -2.999 -0.097 -0.547
C -2.231 1.044 1.598
C -1.246 1.287 2.758
N -0.580 2.616 2.393
N -0.133 0.404 2.938
N -1.916 1.432 4.056
B -2.928 -1.481 2.934
O -2.165 -2.646 3.224
O -3.708 -1.066 3.989
H -5.262 -2.321 1.257
H -6.621 -1.250 0.952
H -6.005 -1.416 2.570
H -5.034 0.382 0.445
H -4.877 0.487 2.192
H -3.369 -1.986 0.628
H -1.282 -2.130 0.280
H -0.828 -0.562 0.090
H -3.081 1.710 1.754
H -1.756 1.446 0.712
H 0.259 2.659 2.962
H -1.202 3.372 2.658
H -0.387 -0.421 3.461
H 0.291 0.160 2.058
H -1.283 1.979 4.629
H -2.744 1.998 3.905
H -2.458 -3.328 2.598
H -3.824 -1.817 4.593
C 3.438 0.308 -2.703
C 2.465 0.914 -1.920
C 1.681 0.147 -1.067
C 1.875 -1.225 -0.991
C 2.851 -1.830 -1.773
C 3.630 -1.065 -2.630
H 4.047 0.906 -3.370
H 2.314 1.984 -1.974
H 0.919 0.621 -0.463
H 1.262 -1.819 -0.324
H 3.002 -2.901 -1.715
H 4.388 -1.537 -3.243
C 2.615 -3.606 -5.245
C 1.431 -2.925 -5.002
C 0.305 -3.200 -5.764
C 0.361 -4.161 -6.765
C 1.544 -4.844 -7.006
C 2.673 -4.565 -6.248
H 3.493 -3.390 -4.651
H 1.387 -2.180 -4.217
H -0.617 -2.665 -5.577
H -0.520 -4.377 -7.356
H 1.587 -5.595 -7.785
H 3.598 -5.095 -6.438
C 8.854 0.355 -0.731
C 7.488 0.578 -0.845
C 6.620 -0.493 -1.013
C 7.119 -1.787 -1.058
C 8.484 -2.011 -0.942
C 9.352 -0.939 -0.781
H 9.530 1.191 -0.602
H 7.098 1.587 -0.803
H 5.559 -0.319 -1.104
H 6.440 -2.621 -1.184
H 8.872 -3.021 -0.976
H 10.417 -1.114 -0.694
C -4.477 6.008 2.391
C -5.415 6.688 3.156
C -6.242 5.987 4.024
C -6.126 4.608 4.132
C -5.186 3.928 3.369
C -4.364 4.629 2.497
H -3.834 6.552 1.712
H -5.503 7.764 3.075
H -6.977 6.517 4.617
H -6.768 4.062 4.810
H -5.096 2.852 3.450
H -3.636 4.095 1.898
*
```

The calculation puts the orbital gap at 6.6 eV. The value obtained for the LUMO energy is 2.37 eV. As for the total energy: -52458.323 eV. The HOMO energy comes out at -4.213 eV. The molar mass is 527.454 u.